The following is a quantum chemistry calculation of a cluster of 3 separate species, C15H33N2O3 in total, from the Open Molecules 2025 dataset.

```
53
Properties=species:S:1:pos:R:3:forces:R:3:nbo_charge:R:1
N 1.6560 0.4263 0.2558 0.0 0.0 -0.3 -0.823
C 1.3609 0.9927 -1.0495 0.0 0.0 0.1 -0.234
C 2.2812 2.1429 -1.5021 0.1 -0.1 0.1 -0.441
C 3.6129 1.8039 -2.1915 0.0 0.1 -0.1 -0.426
C 3.5463 0.8184 -3.3577 0.3 -0.1 0.1 -0.074
C 3.5931 -0.6652 -2.9307 0.1 0.2 0.1 -0.085
O 2.7489 -1.4673 -3.7206 -0.1 -0.1 0.0 -0.503
C 2.9242 -1.1610 -5.0877 0.0 0.0 0.1 -0.097
C 2.1360 0.1074 -5.3637 -0.1 -0.1 0.0 -0.241
N 2.3129 1.0551 -4.1878 -0.2 0.0 -0.3 -0.506
H 2.3024 -0.3468 0.2141 0.1 0.0 0.1 0.362
H 2.0013 1.1212 0.9022 0.0 0.0 0.1 0.367
H 0.3362 1.3731 -1.0464 0.0 0.0 0.1 0.205
H 1.3612 0.1539 -1.7508 -0.1 0.0 -0.1 0.168
H 1.7177 2.8480 -2.1232 0.0 -0.1 -0.1 0.199
H 2.5350 2.7112 -0.6052 -0.1 0.1 -0.1 0.243
H 4.3335 1.3975 -1.4795 0.0 -0.1 0.0 0.242
H 4.0495 2.7371 -2.5539 0.0 0.0 0.1 0.231
H 4.3783 1.0133 -4.0349 -0.1 0.0 -0.1 0.226
H 4.6343 -0.9971 -3.0076 0.0 0.0 0.0 0.201
H 3.2869 -0.7873 -1.8964 -0.1 0.0 0.0 0.208
H 2.5198 -1.9739 -5.6838 0.0 -0.1 0.0 0.237
H 3.9879 -1.0504 -5.3182 0.0 0.0 -0.1 0.187
H 1.0749 -0.1256 -5.4157 0.0 0.1 0.0 0.235
H 2.4270 0.6111 -6.2823 0.1 0.1 0.0 0.234
H 1.4879 0.9851 -3.5924 0.0 0.0 0.1 0.445
H 2.3329 2.0125 -4.5340 0.0 0.1 0.1 0.441
C 0.2984 -1.3019 2.9813 0.0 -0.1 0.1 -0.434
C -0.9027 -1.9938 3.6251 0.0 0.0 0.0 -0.442
C -1.0504 -1.2087 4.9205 0.0 0.0 0.0 -0.066
O -0.6137 0.1240 4.6261 0.0 0.0 0.0 -0.540
C 0.0528 0.1503 3.3695 0.0 0.0 0.0 -0.060
H 0.3609 -1.4353 1.9034 0.0 0.0 0.0 0.215
H 1.2276 -1.6631 3.4301 0.0 0.0 0.0 0.196
H -1.7946 -1.8555 3.0141 0.0 0.0 0.0 0.229
H -0.7563 -3.0601 3.7925 0.0 0.0 0.0 0.215
H -0.4219 -1.6208 5.7168 0.0 0.0 0.0 0.164
H -2.0804 -1.1660 5.2735 0.0 0.0 0.0 0.193
H -0.5873 0.6512 2.6323 0.0 0.0 0.0 0.157
H 0.9732 0.7300 3.4776 0.0 0.0 0.0 0.169
C -5.9868 -0.4218 1.7480 0.0 0.0 0.0 -0.431
C -5.1833 0.8670 1.9199 0.0 0.0 0.0 -0.430
C -4.2403 0.4882 3.0550 0.0 0.0 0.0 -0.068
O -3.9945 -0.9130 2.9120 0.0 0.0 0.0 -0.549
C -4.9174 -1.4814 1.9817 0.0 0.0 0.0 -0.065
H -6.4640 -0.5154 0.7737 0.0 0.0 0.0 0.217
H -6.7604 -0.4887 2.5146 0.0 0.0 0.0 0.208
H -4.6178 1.0851 1.0108 0.0 0.0 0.0 0.194
H -5.7955 1.7353 2.1571 0.0 0.0 0.0 0.222
H -4.6997 0.6726 4.0310 0.0 0.0 0.0 0.172
H -3.2848 1.0138 3.0229 0.0 0.0 0.0 0.186
H -4.3879 -1.7217 1.0522 0.0 0.0 0.0 0.158
H -5.3124 -2.4066 2.4015 0.0 0.0 0.0 0.189
```
Forces are in eV/Å.

Computed properties:
2S+1: 1
Charge: +1
Energy, Eh: -926.2687
HOMO level, eV: -10.77
Relative energy (zero: lowest compared OMol25 entry of this formula, charge and spin), kcal/mol: 37.6
Gap between HOMO and LUMO, Ha: 0.278